[1]
Here is an isolated ion of composition C5H7N2 and charge +1 from the Open Molecules 2025 dataset. Energies are from wB97M-V/def2-TZVPD.

Each line ends with the Mulliken charge.
CARTESIAN COORDINATES (ANGSTROEM)
1 C 4.724 0.513 0.488  -0.57
2 C 3.411 0.478 -0.030  0.50
3 N 2.155 0.459 -0.616  -0.77
4 N 1.067 0.288 0.007  0.56
5 C -0.115 0.163 0.060  0.29
6 C -1.492 0.263 0.398  -0.12
7 C -2.086 1.456 -0.263  -1.09
8 H 5.197 1.485 0.304  0.29
9 H 5.382 -0.334 0.347  0.32
10 H -2.041 -0.714 0.389  0.38
11 H -1.607 0.480 1.461  0.23
12 H -2.485 2.251 0.473  0.32
13 H -2.793 1.160 -0.991  0.28
14 H -1.253 1.959 -0.741  0.38

## Properties
HOMO energy (Ha): -0.534
Net charge: +1
Structure (SMILES): C=C=N[N+]#CCC
Kohn-Sham gap (eV): 9.29
Max |F| (eV/A): 9.03
ΔE to the lowest compared entry with this formula, charge and spin (kJ/mol): 659.9

---

[2]
Here is C17H21N5O2RhSi as an isolated structure from the Open Molecules 2025 dataset. Energies are from wB97M-V/def2-TZVPD.

Each line ends with the Mulliken charge.
CARTESIAN COORDINATES (ANGSTROEM)
1 Rh 0.632 -0.542 0.243  0.41
2 C 4.608 -1.268 -1.169  -1.45
3 C 3.307 -0.541 -0.916  0.96
4 O 2.350 -1.295 -0.534  -0.59
5 C 3.256 0.826 -1.160  -1.14
6 C 2.149 1.697 -0.987  1.03
7 C 2.306 3.142 -1.366  -1.32
8 N 1.009 1.289 -0.493  0.15
9 N -0.023 2.212 -0.338  -0.78
10 C -1.015 1.668 0.307  0.63
11 O -1.077 0.438 0.718  -1.01
12 C -2.193 2.528 0.615  0.40
13 C -3.283 1.982 1.285  -0.35
14 C -4.390 2.765 1.582  -0.66
15 C -4.418 4.102 1.212  -0.35
16 C -3.331 4.652 0.543  -0.64
17 C -2.226 3.872 0.247  -0.23
18 H 4.693 -2.103 -0.476  0.37
19 H 5.465 -0.605 -1.057  0.38
20 H 4.613 -1.668 -2.186  0.28
21 H 4.175 1.289 -1.491  0.21
22 H 3.357 3.387 -1.510  0.38
23 H 1.865 3.786 -0.609  0.35
24 H 1.767 3.332 -2.296  0.26
25 H -3.243 0.940 1.571  0.37
26 H -5.232 2.329 2.105  0.39
27 H -5.282 4.714 1.444  0.37
28 H -3.346 5.696 0.253  0.37
29 H -1.373 4.285 -0.273  0.45
30 C -2.089 -2.696 0.696  -1.00
31 Si -0.690 -2.291 -0.483  1.14
32 C -1.457 -1.662 -2.083  -1.16
33 C 0.297 -3.837 -0.861  -1.12
34 H -2.736 -3.467 0.266  0.36
35 H -2.686 -1.800 0.875  0.15
36 H -1.717 -3.058 1.655  0.30
37 H -2.129 -2.416 -2.506  0.38
38 H -0.688 -1.433 -2.823  0.25
39 H -2.029 -0.752 -1.893  0.23
40 H -0.330 -4.553 -1.401  0.36
41 H 0.658 -4.317 0.051  0.29
42 H 1.165 -3.592 -1.475  0.25
43 N 0.782 -1.898 1.703  -0.37
44 C 1.108 -2.799 2.363  0.49
45 N 1.318 -3.806 3.135  -0.69
46 C 2.538 -4.097 3.552  0.51
47 N 3.566 -4.435 3.966  -0.59

## Properties
HOMO energy (Ha): -0.172
Net charge: -1
Kohn-Sham gap (eV): 7.52
Max |F| (eV/A): 0.82
ΔE to the lowest compared entry with this formula, charge and spin (kJ/mol): 85.1

---

[3]
Here is C42H34N7O3OsPS as an isolated structure from the Open Molecules 2025 dataset. Energies are from wB97M-V/def2-TZVPD.

Each line ends with the Mulliken charge.
CARTESIAN COORDINATES (ANGSTROEM)
1 Os 1.075 0.288 -0.307  3.81
2 C -1.221 -1.041 -4.321  -0.63
3 C -0.180 -0.602 -3.510  -0.71
4 N -0.432 0.006 -2.359  -0.09
5 C -1.708 0.179 -2.009  0.35
6 C -2.733 -0.316 -2.803  -0.26
7 N -2.490 -0.921 -3.959  -0.55
8 C -1.940 0.952 -0.774  -0.22
9 C -3.149 1.598 -0.573  -0.89
10 C -3.340 2.424 0.523  0.18
11 C -2.267 2.530 1.406  -0.71
12 C -1.092 1.843 1.183  0.35
13 N -0.908 1.075 0.080  1.47
14 C 0.009 1.889 2.175  -0.01
15 C -0.094 2.488 3.430  -0.44
16 N 0.915 2.499 4.289  -0.55
17 C 2.040 1.897 3.925  -0.74
18 C 2.155 1.267 2.695  -0.64
19 N 1.142 1.280 1.833  0.28
20 C -4.598 3.163 0.738  0.57
21 C -5.809 2.677 0.254  -0.56
22 C -6.964 3.410 0.484  -0.47
23 N -6.979 4.567 1.140  -0.54
24 C -5.821 5.032 1.598  -0.47
25 C -4.613 4.371 1.429  -0.57
26 H -1.017 -1.510 -5.277  0.45
27 H 0.859 -0.730 -3.787  0.59
28 H -3.771 -0.247 -2.497  0.50
29 H -3.915 1.504 -1.329  0.83
30 H -2.359 3.140 2.292  0.45
31 H -1.012 2.958 3.762  0.52
32 H 2.865 1.909 4.627  0.46
33 H 3.058 0.750 2.395  0.64
34 H -5.884 1.730 -0.265  0.47
35 H -7.921 3.047 0.126  0.39
36 H -5.855 5.980 2.123  0.39
37 H -3.707 4.829 1.808  0.42
38 O 4.779 -0.501 -1.722  -0.70
39 S 3.476 -0.909 -1.337  1.27
40 O 2.346 -0.497 -2.196  -0.79
41 O 3.061 -0.398 0.039  -1.09
42 C 3.347 -2.643 -1.149  0.23
43 C 4.420 -3.448 -1.480  -0.65
44 C 4.324 -4.818 -1.270  -0.73
45 C 3.173 -5.350 -0.713  -0.89
46 C 2.106 -4.526 -0.371  -0.39
47 C 2.165 -3.157 -0.598  -0.19
48 P 0.713 -2.160 -0.071  1.31
49 C 0.561 -2.608 1.681  0.60
50 C 1.438 -1.998 2.578  -0.53
51 C 1.439 -2.357 3.916  -0.86
52 C 0.566 -3.337 4.369  -0.67
53 C -0.291 -3.967 3.477  -0.82
54 C -0.295 -3.612 2.136  -0.27
55 C -0.710 -2.931 -0.886  0.44
56 C -0.566 -3.836 -1.935  -0.82
57 C -1.682 -4.480 -2.455  -0.83
58 C -2.941 -4.221 -1.937  -0.64
59 C -3.094 -3.302 -0.905  -1.07
60 C -1.986 -2.652 -0.388  -0.75
61 H 5.316 -2.998 -1.888  0.60
62 H 5.154 -5.463 -1.527  0.45
63 H 3.100 -6.414 -0.533  0.45
64 H 1.225 -4.967 0.077  0.53
65 H 2.159 -1.274 2.216  0.50
66 H 2.129 -1.884 4.604  0.50
67 H 0.564 -3.621 5.413  0.43
68 H -0.958 -4.746 3.824  0.46
69 H -0.963 -4.122 1.458  0.45
70 H 0.415 -4.064 -2.334  0.57
71 H -1.561 -5.193 -3.261  0.48
72 H -3.806 -4.735 -2.336  0.44
73 H -4.077 -3.102 -0.496  0.51
74 H -2.109 -1.955 0.436  0.71
75 C -0.165 3.243 -2.197  -0.82
76 C 0.983 3.394 -1.283  0.51
77 C 1.519 4.671 -0.925  -1.12
78 C 2.681 4.433 -0.269  -1.10
79 C 2.850 3.011 -0.221  0.94
80 C 4.106 2.395 0.251  -1.11
81 N 1.765 2.380 -0.789  -0.09
82 H 0.015 3.865 -3.078  0.58
83 H -1.085 3.620 -1.740  0.30
84 H -0.289 2.225 -2.525  -0.27
85 H 1.088 5.622 -1.206  0.56
86 H 3.401 5.146 0.106  0.57
87 H 4.489 2.946 1.112  0.42
88 H 4.852 2.508 -0.545  0.43
89 H 4.035 1.342 0.466  -0.08

## Properties
HOMO energy (spin up / spin down) (Ha): -0.494 / -0.521
Net charge: +2
Expectation value of S²: 6.03
2S+1: 5
Kohn-Sham gap (spin up / spin down) (eV): 7.05 / 6.97
Max |F| (eV/A): 0.95

---

In order of appearance, total energy = -303.7676 -1484.8334 -3059.6069 hartree.